{"formula": "C15H15ClIrNO", "method": "ωB97M-V/def2-TZVPD", "symbols": ["C", "C", "C", "H", "C", "C", "H", "H", "H", "H", "Ir", "Cl", "C", "C", "C", "H", "C", "C", "H", "H", "H", "H", "O", "N", "C", "C", "C", "C", "C", "H", "H", "H", "H", "H"], "xyz": [[1.955, -1.882, 0.684], [2.025, -1.749, -0.759], [0.764, -2.196, -1.295], [2.863, -1.413, -1.356], [-0.082, -2.644, -0.206], [0.639, -2.437, 1.047], [0.314, -2.664, 2.074], [2.754, -1.605, 1.375], [0.542, -2.199, -2.352], [-1.083, -3.065, -0.339], [0.484, -0.617, 0.060], [1.786, 1.215, -0.259], [1.124, 2.082, -3.141], [-0.104, 1.441, -3.478], [0.205, 0.202, -4.118], [-1.098, 1.849, -3.311], [1.628, 0.080, -4.178], [2.195, 1.241, -3.574], [3.255, 1.460, -3.474], [1.231, 3.045, -2.652], [-0.513, -0.502, -4.530], [2.185, -0.733, -4.639], [-0.961, 0.588, 0.727], [-1.284, 0.852, 2.046], [-2.448, 1.561, 2.161], [-3.217, 1.403, 3.306], [-2.647, 0.801, 4.428], [-1.279, 0.527, 4.393], [-0.601, 0.508, 3.168], [-2.823, 2.025, 1.273], [-4.230, 1.787, 3.230], [-3.256, 0.552, 5.286], [-0.768, 0.273, 5.326], [0.447, 0.212, 3.076]], "max_force_ha_per_bohr": 0.1517, "gap_ev": [4.6, 3.7], "e_above_lowest_kj_mol": 175.0, "energy_ev": -34684.712, "spin_multiplicity": 7}